No. 1
C22H44FGaN3O5 | ωB97M-V/def2-TZVPD

The geometry in ORCA input format:
```
! RIJCOSX wB97M-V def2-TZVPD def2/J DEFGRID3
* xyz -1 3
N -5.1791 -4.5228 -1.7441
H -5.4518 -4.8182 -0.8007
H -0.7474 3.2496 -2.9710
H 1.2187 -5.2635 -1.4867
H 2.8078 -1.1568 -1.0777
H 4.2133 -1.0597 -0.0183
O -1.6177 -5.9535 -2.9864
C 2.1573 -1.8737 3.5137
H 3.9890 -1.4943 2.4458
H -1.7416 5.8898 -0.7761
H 0.7364 2.7997 0.7030
H 0.6612 8.1171 0.7289
H -1.6806 -0.7490 2.1087
C -0.7721 4.2235 1.1532
H 2.0716 -0.8278 3.8237
N 1.0156 5.1688 -0.9998
H -0.3790 -0.0328 1.2246
N 1.0214 -2.0323 0.7960
C -0.8138 3.9796 -2.1652
H 1.7490 0.5737 0.3502
C 0.0843 -2.0652 1.9555
C 2.2387 0.1103 1.2089
H -1.0592 -3.2333 -2.5808
H -1.8152 -2.9233 2.5430
H 3.5111 -2.6240 -0.3884
C -0.8563 -6.0505 -1.7797
H 0.1207 -2.2249 4.1147
O -5.7223 -5.5295 -3.6704
C 0.6483 -5.9300 -2.1491
H -1.1576 -5.2445 -1.0902
H -0.8122 2.4203 -0.0104
H -0.7609 -4.0803 1.7636
H 3.2291 0.5617 1.3005
H 0.7198 1.8812 -2.0234
C 2.3544 -1.4153 1.0311
H 2.0968 2.4839 -1.1350
H -1.7922 4.4549 0.8335
H 0.7035 -5.5071 -3.1580
H -1.7875 3.8492 -1.6879
C -3.7842 -4.0708 -1.6037
C -1.0815 -3.0382 1.7432
C 0.3621 3.8361 -1.1550
H -1.4015 7.4173 -0.0160
H -0.4701 6.2123 1.9222
O 1.2021 -3.2426 0.3726
C 1.2836 2.7865 -1.7954
C 1.1957 7.3947 0.1103
H 0.9940 5.2665 1.8010
C -5.3354 -5.6319 -2.5992
F -5.0734 -6.8706 -2.1486
H 1.1286 -6.9196 -2.1601
O 2.2363 4.9923 -0.5987
H -0.8668 3.7514 2.1340
C 0.7714 -2.4727 3.2724
C 0.3510 6.1335 -0.0773
C -0.1194 3.2429 0.1821
C 3.2689 -1.5817 -0.1834
C 0.0569 5.4982 1.2840
H -1.5901 -2.8566 0.7949
H 0.8841 -3.5619 3.2884
H 1.4015 7.8710 -0.8510
H -1.0222 -7.0423 -1.3263
H 3.2769 -3.0534 2.1063
C -0.5941 -0.6694 2.0826
C -0.9749 6.6532 -0.6687
H 2.1472 7.1952 0.6020
H 2.6360 -2.3943 4.3477
H -2.8137 -3.7386 -4.4866
C 3.0345 -1.9985 2.2714
H 1.7195 3.1503 -2.7280
Ga -2.2904 -4.1672 -3.0386
H -0.8155 7.1097 -1.6478
H 1.6953 0.4113 2.1026
H -0.2832 -0.1378 2.9866
H -0.8077 4.9491 -2.6623
O -3.5230 -3.5743 -0.5569
*
```

* highest occupied orbital energy (spin up / spin down): -4.8 / -4.8 eV

Here are the Löwdin charges for atoms 1 to 4, given in e:
1 N 0.102
2 H 0.123
3 H 0.079
4 H 0.045

No. 2
C23H28AsCl5LuN6S2 | ωB97M-V/def2-TZVPD

The geometry in ORCA input format:
```
! RIJCOSX wB97M-V def2-TZVPD def2/J DEFGRID3
* xyz 1 1
H -2.5089 -1.3817 -4.9450
C -1.9214 -1.1864 -4.0575
H 4.0240 -1.6960 4.3002
C -3.0649 -4.4908 1.3465
H 4.1689 -5.7090 4.5689
S 0.2741 1.1980 2.5463
H -0.4025 -2.6571 -4.4923
H -3.6925 -3.9761 2.0704
N -0.4266 -0.6571 -1.8052
C 3.2707 -2.4129 3.9694
C 5.1750 -4.3923 3.1827
Lu 0.7192 -0.0285 0.2167
H 3.9770 -3.5663 5.6446
C 3.1130 3.5497 -1.2252
H -3.2209 0.3632 -3.3420
C 2.3923 2.3648 -1.1262
H -1.1249 -3.6177 3.8463
C 4.2846 2.8982 0.7782
C -0.0441 -1.5940 -2.6685
C -2.3250 -0.2100 -3.1592
H 5.9156 -4.0410 3.9040
N -0.6537 3.6716 2.4010
C -1.9116 1.1116 -1.0681
C -0.5683 -4.1476 3.0764
Cl 2.8328 4.6599 -2.5062
N -1.0448 1.3606 -0.1484
Cl 5.4767 3.2166 1.9767
As -1.3304 -3.6851 1.3813
H 4.7792 -3.6261 1.1681
Cl 3.7790 0.6421 2.1666
C 2.5416 1.4260 -0.1202
C 3.3435 -3.7268 4.7710
C 3.9282 -4.8618 3.9281
H 5.6337 -5.2167 2.6384
H -0.7700 -4.4662 -0.9047
H -3.9693 1.2840 -1.6445
N 1.9271 -1.9685 0.8178
C -0.5956 2.4894 1.7660
C -0.7599 -1.8971 -3.8128
H -2.9876 -5.5478 1.5966
H 2.3559 -3.9985 5.1452
C 4.8394 -3.2625 2.1919
H -0.6346 -5.2236 3.2316
H 5.5817 -2.4634 2.2233
H -3.4926 2.2244 -0.2153
C 2.6910 -2.2969 1.6310
H 2.3019 -1.9234 4.0495
N -1.2732 2.4559 0.6301
H -3.4853 -4.3681 0.3511
S -1.4778 -1.6100 1.1182
H -0.2734 3.7678 3.3241
C 3.5104 1.7427 0.8206
Cl 1.1915 2.0160 -2.3640
C -0.2992 -4.6169 0.0651
C -3.1791 1.8839 -1.1981
H -3.0270 2.7760 -1.8125
H 0.4720 -3.8272 3.0982
H 0.8770 -2.1173 -2.4361
C -1.5557 0.0406 -2.0336
H -1.1979 4.4141 1.9960
H 3.1862 -5.2167 3.2068
H 0.7083 -4.2097 0.0496
C 4.0766 3.8126 -0.2563
Cl 5.0072 5.2511 -0.3350
N 3.5256 -2.6846 2.5404
H -0.2829 -5.6783 0.3099
*
```

* relative energy (zero: lowest compared OMol25 entry of this formula, charge and spin): 24.80 kJ/mol
* highest occupied orbital energy: -10.3 eV

Here are the natural (NBO) charges for atoms 1 to 4, given in e:
1 H 0.236
2 C -0.127
3 H 0.217
4 C -0.966

No. 3
C7H13ClNO2 | ωB97M-V/def2-TZVPD

The geometry in ORCA input format:
```
! RIJCOSX wB97M-V def2-TZVPD def2/J DEFGRID3
* xyz -1 1
H 0.7269 1.8269 1.6652
H -1.0307 0.0721 -1.7807
H -3.2188 -2.0888 -0.2294
C -1.1240 0.1816 0.6600
H 0.1624 -1.6193 0.0807
H -1.7645 0.9497 0.5869
H -0.4919 2.7228 0.6860
C 1.2608 -1.2242 0.0484
Cl -4.1212 0.1430 -0.0173
H -1.0341 -0.1357 1.6891
H 1.1972 2.4837 0.1443
O -1.6399 -0.9114 -0.0275
H -1.0095 1.8731 -1.5013
C -0.3610 1.0015 -1.4778
C -2.9349 -1.2311 0.4258
H 0.4812 1.1677 -2.1281
H 2.9938 -1.8512 0.8631
C 0.1199 0.7567 0.0418
C 2.4945 -2.1373 -0.0115
H 2.9519 -1.7645 -0.8771
O 2.4929 0.7339 0.4038
N 1.4422 0.0544 0.1534
C 0.4216 2.0730 0.6996
H 1.9852 -3.0767 -0.0970
*
```

* relative energy (zero: lowest compared OMol25 entry of this formula, charge and spin): 525.70 kJ/mol
* highest occupied orbital energy: -2.0 eV

Here are the natural (NBO) charges for atoms 1 to 4, given in e:
1 H 0.210
2 H 0.256
3 H 0.111
4 C -0.093

No. 4
C10H13N9O4 | ωB97M-V/def2-TZVPD

The geometry in ORCA input format:
```
! RIJCOSX wB97M-V def2-TZVPD def2/J DEFGRID3
* xyz 0 1
H 1.4870 -4.0507 -2.8010
C 3.1780 -4.0205 2.5194
H 1.7103 -6.3982 -0.8754
O -1.3564 3.1345 3.2017
C 2.4151 -5.5887 -0.7502
C 3.0896 -5.6382 0.5816
H 4.2129 -4.4013 2.6269
C 1.2980 0.0811 2.1870
N 1.7355 -4.3151 -0.7760
N 1.2972 -2.5331 0.7231
H 1.5542 -2.0450 2.4510
C 0.4291 1.0886 2.6672
H 4.1691 -5.7305 0.4831
C 0.8985 -1.2549 1.9455
C -1.3814 -0.4835 2.5906
C -0.9404 0.8835 2.8257
N -2.5844 -1.0510 2.7416
H 0.6955 -2.7956 -1.7998
N -1.1883 -2.6188 2.0781
H 0.8838 2.0545 2.9487
H 0.0041 -4.4506 -1.9467
N 2.7187 0.2055 2.3889
H 3.1188 -5.6627 -1.5649
O -3.0834 1.8218 2.9461
C 0.9308 -3.8639 -1.8776
H 0.6061 -2.0484 0.1481
O 3.4003 -0.8414 2.2483
N -2.4043 -2.3574 2.4342
N -1.8578 2.0028 3.0148
N -0.5133 -1.4208 2.1174
C 1.8832 -3.6788 0.3938
O 3.1999 1.3082 2.7054
H 2.7348 -6.4805 1.1741
H 2.5362 -4.5126 3.2902
N 2.7362 -4.3720 1.2054
H 3.1918 -2.9139 2.6326
*
```

* highest occupied orbital energy: -8.4 eV

Here are the natural (NBO) charges for atoms 1 to 4, given in e:
1 H 0.211
2 C -0.426
3 H 0.201
4 O -0.403

No. 5
C27H41ClIN2O6ReS2Si | ωB97M-V/def2-TZVPD

The geometry in ORCA input format:
```
! RIJCOSX wB97M-V def2-TZVPD def2/J DEFGRID3
* xyz 1 4
H 1.6097 4.3959 3.8565
H 1.1617 3.9730 -2.0051
H 0.6768 3.5930 2.5774
N -7.0198 0.3974 -1.2142
H 2.6999 0.7188 -2.9940
O -0.3738 -2.7094 0.2360
C 1.4206 -6.7623 1.5750
C 4.3471 -0.6051 -0.6961
O 0.7918 -4.7231 -1.3322
H 4.9246 2.9917 2.7601
H 2.2769 -7.0232 2.1809
Re -0.2035 -0.4569 0.4543
N -2.2465 -0.3994 0.2768
C 4.0126 3.1063 3.3476
H 2.6921 4.8483 -1.8112
H 4.3367 0.1989 1.9091
O 2.1598 -0.0156 0.2076
C 2.2029 1.6830 -3.1185
C 2.7659 -2.3334 0.1719
H 2.2114 1.9433 -4.1767
H 3.5648 -3.0598 0.3124
C -0.1974 -2.5663 -1.0032
O 2.6794 2.0931 1.6693
S -7.4927 -0.8460 1.0279
C 4.3598 2.9213 -2.8009
H 2.4984 -5.4505 0.2667
H 3.9093 4.3119 0.8628
C 3.3088 -0.9276 0.3715
C 0.1733 -7.3013 1.8522
H 2.3713 -2.4522 -0.8387
C 2.9233 2.7623 -2.3202
H 5.1743 -1.3099 -0.6224
C 3.0375 4.4917 1.4928
I -0.0222 -0.2808 3.0523
O 3.0173 2.3908 -0.9254
H 3.8671 2.2095 3.9505
C -3.0650 -1.0581 1.1225
S 0.0409 1.8245 -0.0510
H 3.1238 -0.9292 2.5269
C -0.0615 -3.7735 -1.9088
H -2.5950 -1.6326 1.9082
H 2.1653 4.6341 0.8494
Cl -0.0192 -8.4248 3.1474
H 2.1177 4.4202 -3.4322
C 0.4477 -5.5341 -0.2752
C -2.0658 -5.7369 -0.7689
H 1.9819 -2.5520 0.9019
H 4.6708 -1.5397 1.9160
H -1.9640 -6.0095 -1.8210
H -6.4601 0.7982 -1.9457
H 3.9107 -0.6854 -1.6931
H 4.1275 3.9621 4.0126
C -6.5080 -0.2038 -0.1329
C 2.8139 3.3155 2.4324
H 0.4080 -3.4658 -2.8404
H -8.0209 0.4607 -1.2931
H -1.8835 -7.3729 1.3166
H 3.1986 5.4021 2.0689
C -0.9186 -6.9414 1.0833
C 1.5397 -5.8854 0.5189
C -0.8156 -6.0568 0.0124
H 4.3763 3.3062 -3.8204
C 1.5376 3.4984 3.2422
H 1.3797 2.6391 3.8935
C 2.1750 4.0872 -2.3962
H 1.1685 1.5881 -2.7896
H -2.1312 0.8236 -1.3915
O -0.1194 -1.3880 -1.4842
C 3.8968 -0.7867 1.7705
C -4.1674 0.4056 -0.8818
C -4.4324 -1.0108 1.0102
H -2.9048 -6.2998 -0.3660
C -5.0285 -0.2639 -0.0074
H 4.8901 3.6195 -2.1532
H -2.3184 -4.6762 -0.6977
H 4.8771 1.9614 -2.7797
H -4.5318 1.0193 -1.6921
C -2.8052 0.3134 -0.7180
H -5.0470 -1.5501 1.7150
Si 2.1854 1.6581 0.2191
H -1.0614 -4.1472 -2.1298
H 4.7391 0.4041 -0.5645
*
```

* relative energy (zero: lowest compared OMol25 entry of this formula, charge and spin): 84.86 kJ/mol
* highest occupied orbital energy (spin up / spin down): -10.5 / -10.5 eV

Here are the Löwdin charges for atoms 1 to 4, given in e:
1 H 0.097
2 H 0.073
3 H 0.075
4 N 0.096

No. 6
C51H51BN2O8P3S2Y | ωB97M-V/def2-TZVPD

The geometry in ORCA input format:
```
! RIJCOSX wB97M-V def2-TZVPD def2/J DEFGRID3
* xyz 0 1
H -2.2933 4.8600 -2.2962
H 1.2230 7.3181 2.8596
C -5.4948 1.5266 -1.8087
H 0.6524 5.0200 4.4814
H -2.6619 -6.5181 3.4134
C 4.0932 -3.9703 -0.0680
C 4.5012 -1.2188 -2.6781
P -1.5887 -0.6303 -0.5423
C -3.3928 5.8120 -0.6668
H -1.9550 0.6003 -6.1382
C 2.8617 -3.5470 0.3518
C 0.4709 4.5104 3.5391
C -2.8688 -3.0982 -1.0051
C 1.1432 0.8881 -7.3970
H -4.1143 5.0041 -0.4252
H -6.4022 1.8956 -2.1354
C 5.2541 -3.4979 0.5693
H -1.4256 7.0306 -2.1047
C -4.0481 0.8030 -0.0162
H 0.3184 -3.7630 3.8277
C 0.7871 -1.6320 6.3710
H -3.7749 -2.7738 5.3922
H -0.0167 -3.9331 1.2896
C -0.1076 0.8159 -4.9604
C -0.8953 0.7072 -6.0917
P -0.5088 3.7287 0.5470
H -2.4419 -5.4249 -3.4280
C -2.0853 5.2254 -1.2740
O -0.7807 4.9863 1.4598
H -0.9463 6.0316 3.1504
H 6.0424 -2.5961 2.3414
C 2.1091 -1.8303 -2.0414
H 2.9666 1.2797 -6.4661
C -1.1270 -2.4327 -2.5881
C -5.2278 1.4119 -0.4456
H -1.5481 -5.2434 1.7072
C 4.3423 1.5573 0.4603
H -2.5754 0.3943 -3.0321
C -2.0660 -3.3103 2.5590
H 1.3669 4.0588 3.1826
H 4.4748 -1.9625 -3.4444
H -2.7991 -1.5054 3.5599
O -1.6437 3.9706 -0.5613
C 1.2428 0.9717 -5.0413
H 1.7603 0.2517 3.7549
H 1.5037 0.3669 6.2812
H 0.3249 7.2746 1.3302
H 0.1987 -3.7514 6.1870
Y 1.0416 0.6179 -0.2027
N -1.4694 -2.5763 1.5028
C 0.8556 6.6212 2.0627
P 1.1994 -1.7867 1.7749
N 3.3822 -0.0749 -0.9421
C -3.1131 0.3464 -0.9477
C -2.0102 -1.2838 1.1621
H 1.6816 0.8572 -8.3420
H -0.7348 0.5123 -8.2410
C 1.2879 -0.5901 4.3001
C 0.5223 -2.8183 4.3200
H -0.1924 3.6770 3.7137
H -3.9827 -5.3365 5.1887
H 6.2197 -3.7538 0.1689
C -3.4047 -3.3626 4.4884
H -5.9251 1.7905 0.2916
C -4.5374 1.1126 -2.7286
H 6.5675 1.0633 -1.1992
C 5.7015 -0.4842 -2.4056
H -0.0612 5.8859 -1.8486
C -3.0439 -4.2956 -1.7114
C 3.4200 -1.0353 -1.8482
C -2.7481 -5.4386 3.4583
C -2.2579 -4.5514 -2.8078
O 1.7857 1.1408 -3.7812
H -1.7171 -0.5321 1.8804
C -0.2261 0.7794 -7.3424
C -0.1262 5.5509 2.5778
C 5.1458 -2.8909 1.7660
H 6.6440 -0.6672 -2.9505
H -3.7870 0.7046 1.0301
H -0.5701 -3.9352 -4.0390
H -3.5012 -2.8553 -0.1747
S -0.9323 1.9079 1.3348
H -3.2539 6.4089 0.2702
H -0.3873 -1.7125 -2.9570
H -3.8656 -5.0258 -1.5014
H -3.7474 6.5449 -1.4331
C 5.6691 0.4791 -1.3843
C 1.1909 -0.5395 5.6689
O 1.1709 -1.5367 -1.2374
C -3.4217 -4.7722 4.4563
C 1.9289 1.0105 -6.2621
C 4.4912 0.7001 -0.7315
H 0.7691 -1.6374 7.4400
C -2.0406 -4.7042 2.5327
S 1.3123 3.6616 -0.2954
C -0.1353 -2.8659 1.0605
C 3.8504 -2.5818 2.2998
O 3.3005 1.5038 1.0688
O 5.2903 2.3929 0.8749
B 0.6982 1.0283 -2.8943
H 1.7198 6.1495 1.5513
H -0.1406 -2.7521 -0.0279
C 0.9012 -1.7079 3.6059
C -2.7258 -2.6100 3.5540
C -1.3082 -3.6697 -3.2459
H 2.0430 -3.7995 -0.3131
C 2.7457 -2.7776 1.5126
O 2.1625 -2.6792 -2.9251
H 3.7571 -2.1344 3.2567
C -1.9137 -2.1945 -1.4577
C 0.4415 -2.8151 5.7077
H -0.7836 6.8005 -0.5181
H -3.1357 -1.3560 1.2512
H -4.6846 1.3457 -3.8098
H 4.9627 2.7204 1.7172
O -0.4959 0.9035 -3.6222
C -1.0255 6.2805 -1.4458
H 4.0780 -4.5824 -0.9407
C -3.3800 0.5630 -2.2942
*
```

* relative energy (zero: lowest compared OMol25 entry of this formula, charge and spin): 0.00 kJ/mol
* highest occupied orbital energy: -6.9 eV

Here are the Löwdin charges for atoms 1 to 4, given in e:
1 H 0.143
2 H 0.090
3 C -0.082
4 H 0.083

No. 7
C3H7N2S | ωB97M-V/def2-TZVPD

The geometry in ORCA input format:
```
! RIJCOSX wB97M-V def2-TZVPD def2/J DEFGRID3
* xyz 1 1
H -0.7920 -2.1403 -0.0842
N 1.3052 0.2386 -0.0233
H 0.0953 1.9521 -0.3916
H 1.6655 0.3294 -1.0333
H 2.0762 0.3627 0.5577
S -2.6627 0.1586 0.1347
H -0.0620 1.2220 1.3120
C -0.9684 -0.0537 0.0605
H -2.6877 1.2535 -0.6353
H 1.4268 -1.8933 -0.3789
C 0.0787 1.0210 0.3056
C 0.9308 -1.2230 0.1564
N -0.4057 -1.2275 0.0195
*
```

* relative energy (zero: lowest compared OMol25 entry of this formula, charge and spin): 332.50 kJ/mol
* highest occupied orbital energy: -11.7 eV

Here are the natural (NBO) charges for atoms 1 to 4, given in e:
1 H 0.464
2 N -0.518
3 H 0.264
4 H 0.436

No. 8
C22H27CsFN5O5S | ωB97M-V/def2-TZVPD

The geometry in ORCA input format:
```
! RIJCOSX wB97M-V def2-TZVPD def2/J DEFGRID3
* xyz 0 1
N 6.1398 3.9950 -3.3884
C -6.3322 -5.6367 3.0321
N 4.5085 2.8410 -1.8993
Cs -1.7766 -1.4296 3.8601
H 7.1939 4.7662 -1.7276
C -0.5964 3.4251 -2.2480
H 5.5467 0.9777 -2.1374
H -4.3593 -6.8366 1.4629
H -7.3669 -6.3405 1.2714
H -7.2662 -5.4080 3.5424
H -0.8327 3.3177 -4.3919
C 3.3793 2.3124 -1.1786
C 5.4551 3.5878 -1.0719
C 2.5159 0.8876 0.5634
H -5.6435 -6.0495 3.7734
S -2.3681 -2.1216 8.9996
H 4.9185 4.1307 -0.2978
O 0.3120 -0.2100 1.8087
N -0.2883 2.5825 -1.1002
H 6.7881 4.4863 -4.0003
C -5.0151 -4.7777 1.2354
N -5.7493 -4.4107 2.4591
H 5.6210 5.5304 -2.0588
H 0.3847 2.2018 -3.7540
H 2.6515 0.1753 1.3671
C -3.5366 -4.4110 1.3636
H -2.3094 2.4401 -0.6421
C -2.4007 0.7839 1.5213
H -5.2869 -6.5643 -0.0045
F 4.8443 1.0461 0.1758
O -3.2397 -3.8108 2.5173
H -4.1043 -3.7946 3.0028
H -5.3916 -4.2260 0.3722
H -1.3282 1.8543 -3.5315
C 6.4230 2.5213 -3.3466
H 7.3254 2.3986 -2.7505
C 2.1046 2.7006 -1.5180
C 0.0985 0.6814 0.9962
C 1.2189 1.2786 0.2302
H 6.1774 2.9353 -0.5718
N -2.5556 -2.8848 6.2913
C 5.2030 1.8448 -2.7107
O -2.7258 -4.6459 0.5094
C 0.9959 2.1985 -0.8086
C -0.5889 2.6546 -3.5609
C 3.5667 1.4035 -0.1321
C -1.3312 2.0789 -0.3495
H 6.6161 2.1722 -4.3576
C -2.4829 -2.5703 7.4179
C -6.4758 -6.5931 1.8520
H 5.1906 4.1154 -3.7481
H 0.0985 4.2663 -2.2738
C -5.2114 -6.2961 1.0466
H -6.5508 -7.6373 2.1549
O -2.3353 1.1846 2.7038
H -6.4607 -3.7215 2.2649
H -1.5825 3.8513 -2.0711
H 4.5158 1.4928 -3.4805
O -3.2395 0.0534 0.9732
C 6.1560 4.5848 -1.9975
H 1.9874 3.3988 -2.3342
C -1.2045 1.2189 0.6749
*
```

* relative energy (zero: lowest compared OMol25 entry of this formula, charge and spin): 143.58 kJ/mol
* highest occupied orbital energy: -5.4 eV

Here are the natural (NBO) charges for atoms 1 to 4, given in e:
1 N -0.495
2 C -0.224
3 N -0.498
4 Cs 0.969

E, respectively: -3429.67659, -7790.34429, -939.78848, -1182.28233, -3536.48049, -4569.35493, -625.84554, -2022.69300 hartree.